Formula: C7H10N2
Source: the Open Molecules 2025 dataset
Level of theory: wB97M-V/def2-TZVPD

Results
**HOMO-LUMO gap**: 9.1 eV
**Structure (SMILES)**: C=C[C@@]12CC=NN[C@@H]1C2
**Highest occupied orbital energy**: -8.11 eV

The geometry in XYZ format:
```
19
Properties=species:S:1:pos:R:3:mulliken_charge:R:1
H 1.7316 0.0217 1.5784 0.230
C 0.6162 -0.0390 1.4440 -0.924
C 0.0429 -0.4021 0.1499 0.988
H -3.0338 -2.0805 -0.3145 0.301
C 0.8621 -0.3382 -1.1419 -0.455
C -1.0810 -1.4576 0.1194 -0.631
N 1.4835 1.9128 -0.4755 -0.661
H 0.1843 -0.5594 2.2936 0.362
H -0.8126 -2.4888 0.4486 0.288
C 1.7592 0.8711 -1.1594 -0.206
C -2.3568 -1.2545 -0.2519 -0.800
H 0.1683 -0.3200 -2.0210 0.317
H -1.2796 1.0782 1.2550 0.417
C -0.3122 0.8658 0.7645 -0.381
H 0.2680 2.8510 0.7422 0.270
H -2.7418 -0.2830 -0.5874 0.289
H 2.6856 0.8587 -1.7743 0.358
H 1.5224 -1.2348 -1.2100 0.293
N 0.2939 1.9988 0.1404 -0.054
```

Formula: C7H10N2
Source: the Open Molecules 2025 dataset
Level of theory: wB97M-V/def2-TZVPD

Results
**HOMO-LUMO gap**: 7.4 eV
**Structure (SMILES)**: CC(C)c1[n+]#ccc[nH+]1
**Net charge**: +2
**Highest occupied orbital energy**: -19.78 eV

The geometry in XYZ format:
```
19
Properties=species:S:1:pos:R:3:mulliken_charge:R:1
H 0.9099 -1.1081 -1.0687 0.287
C -1.8126 1.7647 -0.4976 0.580
C -0.2152 0.2372 -0.1550 0.241
H -4.0467 1.4518 -0.0988 0.447
H 0.6790 -1.7468 1.3282 0.380
C -2.5942 -0.0176 0.4282 0.135
H -1.0197 -1.1272 0.9881 0.095
C 2.2126 0.4163 -1.0064 -1.469
N -0.6040 1.4973 -0.5464 -0.074
H 3.1905 -0.0580 -0.9579 0.368
H -3.3060 -0.8277 0.7105 0.456
C -3.0006 1.1825 -0.1320 -0.496
H 1.4651 -0.3890 1.7983 0.541
H 2.3722 1.5092 -0.7761 0.354
H 2.1192 0.5028 -2.0943 0.414
C 1.0882 -0.3722 -0.3408 0.882
H 2.3963 -1.4882 1.0346 0.394
N -1.2681 -0.3976 0.4061 0.115
C 1.4342 -1.0294 0.9798 -1.647
```

Formula: C7H10N2O
Source: the Open Molecules 2025 dataset
Level of theory: wB97M-V/def2-TZVPD

Results
**HOMO-LUMO gap (alpha / beta)**: 7.2 / 7.2 eV
**Highest occupied orbital energy (alpha / beta)**: -7.22 / -7.22 eV

The geometry in XYZ format:
```
20
Properties=species:S:1:pos:R:3:mulliken_charge:R:1
H -1.7481 0.8218 -1.2282 0.356
H -0.6615 1.8380 -2.1617 0.278
C 0.5733 -0.0066 -0.1788 -0.113
N -0.0264 1.1539 -0.0056 0.085
H 1.4340 -1.5816 0.9979 0.221
C -1.0981 2.9932 0.5835 -0.320
H 2.0704 0.0641 1.3843 0.263
C -1.0124 1.6469 -1.0887 -0.522
H 0.2230 1.9331 1.9658 0.422
C -0.8018 -2.9732 0.0479 -0.523
O 2.9948 -0.9193 -0.1631 -0.521
N -1.5222 2.8583 -0.6342 -0.600
H -1.6577 -4.9674 -0.6304 0.351
H -1.3837 3.8537 1.1752 0.380
H -0.6335 -2.0276 0.4652 0.514
C -1.3191 -4.0478 -0.1433 -0.320
H 0.3528 -0.5032 -1.2269 0.323
C 1.7079 -0.6159 0.6171 -0.340
C -0.2267 1.9793 1.0364 -0.206
H 2.7350 -1.4999 -0.8124 0.273
```

Question: Number 3 is which compound?
Answer: C7H10N2O